Run P
ORCA calculation (ωB97M-V with the def2-TZVPD basis set) on 3 unconnected molecules or ions with the total composition C5H11NO2.

Last column: natural (NBO) charge in e.
Positions of all 19 atoms, in Å:
O (-0.34, -0.90, -1.27)  -0.666
O (-2.94, 1.20, 1.34)  -0.636
N (-3.15, 0.39, -0.76)  -0.884
C (2.67, 0.13, -0.42)  -0.657
C (1.94, -0.46, 0.75)  -0.450
C (-2.50, 0.53, 0.43)  0.515
C (-0.09, 0.33, 0.78)  -0.380
C (-0.43, -0.79, 0.06)  0.233
H (0.07, 1.28, 0.29)  0.220
H (-2.88, -0.35, -1.38)  0.392
H (3.76, 0.02, -0.34)  0.215
H (2.00, -1.55, 0.82)  0.186
H (2.38, -0.35, -1.36)  0.201
H (-0.26, 0.33, 1.85)  0.252
H (-4.10, 0.77, -0.86)  0.378
H (-0.16, -0.04, -1.67)  0.487
H (-0.62, -1.73, 0.54)  0.203
H (2.16, -0.01, 1.72)  0.190
H (2.48, 1.20, -0.51)  0.199

## Properties
HOMO energy (alpha / beta)   -6.8 / -6.2 eV
Gap between HOMO and LUMO (alpha / beta)   7.40 / 6.64 eV



Run Q
ORCA calculation (ωB97M-V with the def2-TZVPD basis set) on 2 unconnected molecules or ions with the total composition C5H11NO2.

Last column: natural (NBO) charge in e.
Positions of all 19 atoms, in Å:
O (0.62, -4.62, -1.94)  -0.956
O (1.78, -0.60, -0.37)  -0.595
N (0.46, 0.96, 0.87)  -0.441
C (1.04, -0.32, 0.59)  0.522
C (-0.77, 1.08, 1.70)  -0.225
C (-1.40, 1.66, -0.58)  -0.431
C (0.19, 1.77, -0.34)  -0.242
C (-1.88, 1.26, 0.71)  -0.453
H (-2.79, 1.78, 1.09)  0.229
H (0.74, 1.61, -1.36)  0.240
H (-0.95, 0.58, 2.59)  0.232
H (0.60, 2.70, -0.31)  0.199
H (-1.83, 2.61, -0.88)  0.217
H (-0.61, 2.13, 2.12)  0.184
H (1.09, -4.47, -2.76)  0.477
H (1.23, -4.83, -1.18)  0.479
H (1.00, -1.14, 1.35)  0.130
H (-2.53, 0.32, 0.75)  0.211
H (-1.46, 1.00, -1.50)  0.224

## Properties
HOMO energy   -9.5 eV
Gap between HOMO and LUMO   10.41 eV



Relative energy of each structure, in kcal/mol: run P 64.5; run Q 0.0.



Run P
ORCA calculation (ωB97M-V with the def2-TZVPD basis set) on 2 unconnected molecules or ions with the total composition C5H11NO2.

Last column: natural (NBO) charge in e.
Positions of all 19 atoms, in Å:
O (1.43, -1.30, 2.98)  -0.686
O (1.79, -0.42, 1.00)  -0.704
N (-0.08, 0.05, -0.78)  -0.455
C (-1.13, 0.66, 0.07)  -0.165
C (0.50, 1.03, -1.73)  -0.410
C (-0.60, -1.14, -1.49)  -0.410
C (-0.98, 0.66, 1.39)  -0.598
C (1.06, -0.37, 2.04)  0.572
H (-1.97, 1.03, -0.52)  0.160
H (1.32, 0.56, -2.27)  0.207
H (-0.25, 1.38, -2.44)  0.201
H (-1.03, -1.83, -0.77)  0.226
H (0.90, 1.86, -1.15)  0.228
H (0.22, -1.63, -2.03)  0.208
H (-1.38, -0.85, -2.20)  0.200
H (0.88, -0.25, -0.05)  0.490
H (-1.71, 1.24, 1.94)  0.182
H (0.27, 0.61, 2.36)  0.275
H (0.74, -1.30, 3.65)  0.481

## Properties
HOMO energy   -6.4 eV
Gap between HOMO and LUMO   7.15 eV



Run Q
ORCA calculation (ωB97M-V with the def2-TZVPD basis set) on 2 unconnected molecules or ions with the total composition C5H11NO2.

Last column: natural (NBO) charge in e.
Positions of all 19 atoms, in Å:
O (1.06, 1.23, -2.17)  -0.534
O (-0.54, 1.75, 2.49)  -0.948
N (1.27, -1.37, -0.72)  -0.829
C (1.34, 1.12, -1.00)  0.426
C (-2.03, -2.00, 0.23)  -0.385
C (0.85, -0.09, -0.21)  -0.135
C (-1.25, -1.02, 0.68)  -0.163
C (-0.73, 0.08, -0.19)  -0.446
H (0.81, -1.46, -1.62)  0.363
H (0.22, 2.31, 2.72)  0.478
H (-1.13, -0.87, 1.74)  0.186
H (2.25, -1.57, -0.81)  0.373
H (-2.36, -2.28, -0.75)  0.203
H (1.90, 1.93, -0.47)  0.108
H (-2.25, -2.74, 1.00)  0.188
H (-0.94, 0.04, -1.26)  0.216
H (1.19, 0.03, 0.82)  0.181
H (-0.96, 1.09, 0.10)  0.241
H (-0.55, 0.96, 3.01)  0.474

## Properties
HOMO energy   -9.1 eV
Gap between HOMO and LUMO   9.62 eV



Run R
ORCA calculation (ωB97M-V with the def2-TZVPD basis set) on a single C5H11NO2 molecule.

Last column: natural (NBO) charge in e.
Positions of all 19 atoms, in Å:
O (-1.43, -0.90, -1.22)  -0.736
O (2.24, -0.06, -0.24)  -0.516
N (-0.79, -0.14, -0.29)  0.032
C (1.39, -1.29, -0.19)  -0.115
C (-1.95, 0.34, 0.53)  -0.423
C (1.31, 1.01, 0.00)  -0.128
C (0.07, 0.94, -0.83)  -0.285
C (0.07, -1.11, 0.58)  -0.267
H (-2.87, -0.35, 0.65)  0.258
H (-2.46, 1.10, -0.10)  0.224
H (2.28, -1.99, -0.01)  0.228
H (1.04, -1.50, -1.09)  0.186
H (-1.60, 0.80, 1.49)  0.189
H (0.43, -0.64, 1.51)  0.199
H (0.35, 0.53, -1.86)  0.262
H (-0.63, -1.88, 0.94)  0.260
H (2.01, 1.92, -0.09)  0.221
H (-0.47, 1.98, -0.87)  0.240
H (1.03, 1.24, 1.08)  0.170

## Properties
HOMO energy   -8.5 eV
Gap between HOMO and LUMO   9.22 eV



Run S
ORCA calculation (ωB97M-V with the def2-TZVPD basis set) on a single C5H11NO2 molecule.

Last column: natural (NBO) charge in e.
Positions of all 19 atoms, in Å:
O (-2.82, -0.10, 0.46)  -0.562
O (-2.51, -1.98, -0.92)  -0.547
N (-0.72, 0.86, -0.25)  -0.656
C (0.72, 1.05, 0.13)  -0.235
C (1.94, -1.30, 0.20)  -0.626
C (-2.62, -0.73, -0.81)  0.637
C (1.75, 0.08, -0.63)  -0.404
C (-1.55, 0.44, 0.93)  0.089
H (-1.81, 1.40, 1.51)  0.169
H (-2.60, -0.15, -1.81)  0.153
H (1.00, -1.93, 0.15)  0.221
H (1.52, -0.09, -1.73)  0.218
H (2.87, -1.80, -0.23)  0.216
H (-1.00, -0.26, 1.64)  0.186
H (1.02, 2.13, -0.15)  0.195
H (-1.07, 1.82, -0.45)  0.365
H (2.77, 0.61, -0.58)  0.196
H (0.91, 0.94, 1.25)  0.184
H (2.19, -0.99, 1.28)  0.199

## Properties
HOMO energy   -9.8 eV
Gap between HOMO and LUMO   10.54 eV



Relative energy of each structure, in kcal/mol: run P 91.8; run Q 0.0; run R 81.1; run S 12.0.



Run P
ORCA calculation (ωB97M-V with the def2-TZVPD basis set) on a molecular structure, C5H11NO2.

Last column: natural (NBO) charge in e.
Positions of all 19 atoms, in Å:
O (1.54, 0.05, -1.33)  -0.388
O (0.40, 1.00, 0.51)  -0.560
N (2.76, 0.37, -0.94)  -0.571
C (-1.65, -0.32, 0.99)  -0.483
C (0.79, -0.20, -0.14)  0.381
C (-1.62, -0.12, -0.57)  -0.417
C (-0.37, -0.77, -1.04)  -0.487
C (-0.53, 0.67, 1.57)  -0.095
H (-1.34, -1.42, 1.40)  0.204
H (3.52, 0.22, -1.60)  0.347
H (-0.08, 0.17, 2.53)  0.180
H (-2.79, -0.08, -1.39)  0.221
H (-0.43, -1.81, -0.90)  0.193
H (0.18, -0.54, -2.06)  0.266
H (-2.50, -0.18, 1.82)  0.246
H (2.99, 1.23, -0.56)  0.340
H (1.04, -1.13, 0.68)  0.172
H (-1.26, 1.07, -0.67)  0.230
H (-0.65, 1.80, 1.71)  0.222

## Properties
HOMO energy   -8.7 eV
Gap between HOMO and LUMO   9.77 eV



Run Q
ORCA calculation (ωB97M-V with the def2-TZVPD basis set) on a single C5H11NO2 molecule.

Last column: natural (NBO) charge in e.
Positions of all 19 atoms, in Å:
O (1.35, -2.11, -0.15)  -0.572
O (0.57, -1.47, 1.88)  -0.752
N (-1.32, -1.59, -1.00)  -0.802
C (-0.68, -0.74, -0.01)  -0.178
C (-1.06, 1.76, -0.17)  -0.620
C (-0.20, 0.57, -0.55)  -0.138
C (1.47, 0.81, 0.06)  -0.702
C (0.70, -1.31, 0.52)  0.800
H (-1.31, 1.72, 0.90)  0.205
H (1.54, 1.90, -0.05)  0.219
H (-1.35, -0.63, 0.84)  0.209
H (-0.68, -1.72, -1.79)  0.362
H (-1.41, -2.52, -0.60)  0.364
H (0.89, -0.80, 2.51)  0.503
H (0.02, 0.56, -1.62)  0.217
H (-0.56, 2.71, -0.39)  0.212
H (-1.98, 1.71, -0.75)  0.224
H (2.14, 0.44, -0.71)  0.233
H (1.88, 0.70, 1.07)  0.217

## Properties
HOMO energy   -9.3 eV
Gap between HOMO and LUMO   9.99 eV



Run R
ORCA calculation (ωB97M-V with the def2-TZVPD basis set) on 2 unconnected molecules or ions with the total composition C5H11NO2.

Last column: natural (NBO) charge in e.
Positions of all 19 atoms, in Å:
O (-3.30, 0.12, 0.76)  -0.943
O (-1.11, -0.35, -1.49)  -0.539
N (0.08, 2.14, 1.98)  -0.839
C (0.45, 0.81, 1.62)  0.016
C (1.08, -1.20, -1.46)  -0.506
C (1.04, -1.01, 0.09)  -0.426
C (0.85, 0.43, 0.39)  -0.262
C (-0.17, -0.71, -2.16)  0.441
H (-2.72, 0.74, 0.31)  0.475
H (0.87, 2.68, 2.33)  0.366
H (0.28, 0.06, 2.41)  0.182
H (0.27, -1.71, 0.42)  0.223
H (1.97, -0.68, -1.85)  0.220
H (0.89, 1.25, -0.31)  0.196
H (1.21, -2.28, -1.59)  0.233
H (-0.21, -0.75, -3.25)  0.122
H (2.00, -1.44, 0.42)  0.216
H (-3.24, -0.69, 0.25)  0.469
H (-0.23, 2.60, 1.12)  0.354

## Properties
HOMO energy   -8.7 eV
Gap between HOMO and LUMO   9.59 eV



Run S
ORCA calculation (ωB97M-V with the def2-TZVPD basis set) on a single C5H11NO2 molecule.

Last column: natural (NBO) charge in e.
Positions of all 19 atoms, in Å:
O (2.75, 0.53, -0.45)  -0.633
O (1.51, -1.60, -0.17)  -0.601
N (0.87, -0.57, 0.57)  -0.231
C (2.02, 0.12, 0.58)  0.572
C (-0.46, -0.08, 0.09)  0.119
C (-0.85, 1.09, 0.99)  -0.618
C (-1.42, -1.25, 0.25)  -0.614
C (-0.37, 0.35, -1.38)  -0.643
H (-1.06, -2.11, -0.31)  0.235
H (-1.85, 1.45, 0.71)  0.220
H (2.45, 0.03, -1.23)  0.516
H (0.03, -0.47, -1.98)  0.231
H (0.26, 1.23, -1.51)  0.204
H (2.43, 0.50, 1.52)  0.174
H (-2.41, -0.98, -0.12)  0.207
H (-0.16, 1.93, 0.88)  0.206
H (-0.87, 0.79, 2.03)  0.221
H (-1.50, -1.54, 1.30)  0.217
H (-1.37, 0.59, -1.76)  0.219

## Properties
HOMO energy (alpha / beta)   -8.2 / -8.2 eV
Gap between HOMO and LUMO (alpha / beta)   8.28 / 8.28 eV



Relative energy of each structure, in kcal/mol: run P 141.9; run Q 12.0; run R 0.0; run S 57.4.



Run P
ORCA calculation (ωB97M-V with the def2-TZVPD basis set) on a single C5H11NO2 molecule.

Last column: natural (NBO) charge in e.
Positions of all 19 atoms, in Å:
O (0.40, 1.02, -1.49)  -0.653
O (0.96, -1.59, -1.23)  -0.749
N (-0.65, 2.03, 0.12)  -0.590
C (-0.23, 0.88, -0.42)  0.667
C (0.64, -2.58, 0.86)  -0.613
C (-1.36, 2.12, 1.37)  -0.413
C (-0.51, -0.42, 0.20)  -0.536
C (0.72, -1.25, 0.17)  0.099
H (-0.66, 2.32, 2.24)  0.184
H (0.54, -2.41, 1.94)  0.201
H (-1.40, -0.94, -0.33)  0.255
H (-0.76, -0.36, 1.27)  0.218
H (1.60, -0.74, 0.66)  0.171
H (-0.32, 2.89, -0.30)  0.410
H (-1.98, 2.99, 1.32)  0.205
H (1.66, -3.13, 0.75)  0.226
H (1.58, -0.93, -1.67)  0.499
H (-2.00, 1.33, 1.54)  0.205
H (-0.20, -3.12, 0.40)  0.215

## Properties
HOMO energy   -9.3 eV
Gap between HOMO and LUMO   10.09 eV



Run Q
ORCA calculation (ωB97M-V with the def2-TZVPD basis set) on a single C5H11NO2 molecule.

Last column: natural (NBO) charge in e.
Positions of all 19 atoms, in Å:
O (-2.86, -1.63, 0.90)  -0.585
O (0.77, 1.82, 0.68)  -0.733
N (-0.76, -0.80, 0.98)  -0.652
C (-0.61, 1.73, -1.23)  -0.657
C (0.45, 1.05, -0.46)  0.096
C (0.25, -0.54, 0.02)  -0.046
C (1.56, -1.15, 0.55)  -0.650
C (-1.73, -1.62, 0.45)  0.519
H (-1.30, 2.30, -0.54)  0.233
H (-1.05, -0.07, 1.65)  0.417
H (1.38, 1.04, -1.11)  0.158
H (-1.51, -2.30, -0.25)  0.123
H (-0.33, 2.61, -1.96)  0.232
H (2.41, -0.44, 0.21)  0.201
H (-0.20, -1.05, -0.97)  0.191
H (1.70, -1.17, 1.64)  0.225
H (-1.19, 1.00, -1.90)  0.222
H (1.64, -2.09, 0.02)  0.233
H (1.37, 1.32, 1.32)  0.474

## Properties
HOMO energy   -9.5 eV
Gap between HOMO and LUMO   10.20 eV



Relative energy of each structure, in kcal/mol: run P 0.0; run Q 26.2.